[1]
DFT (ωB97M-V/def2-TZVPD) results for a 2-piece molecular cluster, CH8N3O overall at a distorted geometry.

E_HOMO in hartree: -0.5658
Charge: +1
Energy above the lowest of the compared OMol25 structures with the same formula, charge and spin in kcal/mol: 50.46
Orbital gap in eV: 11.25

Positions of all 13 atoms, in Å:
O  0.14004  -0.53660  -2.86205
N  -0.53780  0.05465  2.21128
N  0.51357  -0.88402  0.12928
N  -0.01525  1.31055  0.35149
C  0.02892  0.07857  0.95423
H  -1.28944  -0.58130  2.29980
H  -0.91098  1.70471  0.52423
H  0.61821  -1.91228  0.27412
H  0.31976  -0.44430  -0.83073
H  0.61477  -1.28737  -3.21547
H  -1.00069  0.99431  2.44868
H  0.72976  1.97427  0.57157
H  -0.09887  0.00513  -3.74555

Atom charges from the Löwdin analysis, given in e for atoms 1 to 5: O -0.1093; N 0.1838; N 0.2249; N 0.1295; C -0.4027

[2]
DFT (ωB97M-V/def2-TZVPD) results for a 2-piece molecular cluster, CH8N3O overall at a distorted geometry.

E_HOMO in hartree: -0.5650
Charge: +1
Energy above the lowest of the compared OMol25 structures with the same formula, charge and spin in kcal/mol: 12.51
Orbital gap in eV: 12.17

Positions of all 13 atoms, in Å:
O  -0.21897  2.50622  -0.99730
N  -0.95115  0.04597  0.13912
N  0.08922  -1.70193  1.31496
N  1.03950  -0.74361  -0.56466
C  0.09770  -0.72291  0.39096
H  0.90670  -0.42428  -1.49699
H  -0.65247  -1.69626  2.00199
H  -1.83469  -0.11187  0.59645
H  -0.75548  0.90682  -0.38457
H  0.59251  3.01599  -1.02398
H  0.91729  -2.18123  1.63338
H  -0.70145  2.57621  -1.83314
H  1.89795  -1.21752  -0.35537

Atom charges from the Löwdin analysis, given in e for atoms 1 to 5: O -0.0387; N 0.2053; N 0.2046; N 0.2016; C -0.4497

[3]
DFT (ωB97M-V/def2-TZVPD) results for a 2-piece molecular cluster, CH8N3Si overall at a distorted geometry.

E_HOMO (alpha / beta) in hartree: -0.5499 / -0.5499
Charge: +1
Energy above the lowest of the compared OMol25 structures with the same formula, charge and spin in kcal/mol: 130.26
Orbital gap (alpha / beta) in eV: 8.32 / 8.32

Positions of all 13 atoms, in Å:
Si  -1.54792  0.01364  1.28109
N  -0.60616  -0.00143  -0.18183
N  1.63890  -0.45940  0.35653
N  1.21610  0.19180  -1.73850
C  0.65847  -0.05676  -0.52328
H  0.72182  0.80841  -2.31350
H  -0.85575  -1.30399  1.83291
H  -1.46235  1.24624  -1.16320
H  -1.44119  1.09071  2.45252
H  2.63986  -0.28167  0.25457
H  -2.86531  -0.03675  0.70428
H  2.24179  0.29620  -1.70222
H  1.55761  -1.06173  1.11328

Atom charges from the Löwdin analysis, given in e for atoms 1 to 5: Si 0.5906; N -0.1169; N 0.1727; N 0.1927; C -0.5201

[4]
DFT (ωB97M-V/def2-TZVPD) results for a 2-piece molecular cluster, CH8N4O2 overall at a distorted geometry.

E_HOMO in hartree: -0.3322
Structure (SMILES): NNC(N)=O.NO
Charge: 0
Energy above the lowest of the compared OMol25 structures with the same formula, charge and spin in kcal/mol: 22.33
Orbital gap in eV: 9.86

Positions of all 15 atoms, in Å:
O  -0.36806  -1.28722  -0.79272
O  0.27870  -1.29512  1.57428
N  1.99828  0.13948  -0.59908
N  -1.59431  0.67307  -0.78457
N  -0.37295  -0.06665  1.42643
N  0.73067  0.71435  -0.84829
C  -0.41639  -0.04805  -0.69509
H  -2.40112  0.09533  -0.96567
H  1.99763  -0.35521  0.29552
H  0.12997  -1.72309  0.62169
H  0.68393  1.67520  -0.53959
H  -1.32311  -0.11278  1.90997
H  2.16470  -0.55890  -1.32022
H  -1.55547  1.51867  -1.33216
H  0.04752  0.63091  2.04950

Atom charges from the Löwdin analysis, given in e for atoms 1 to 5: O -0.0189; O -0.1632; N 0.0319; N 0.1323; N -0.0697